{"formula": "C5H9N", "method": "ωB97M-V/def2-TZVPD", "symbols": ["C", "C", "C", "C", "C", "N", "H", "H", "H", "H", "H", "H", "H", "H", "H"], "xyz": [[0.407, -0.117, 2.020], [-0.484, 0.577, 1.012], [-0.266, 0.195, -0.451], [-1.310, 0.252, -1.278], [1.337, -0.574, -1.891], [0.852, -0.631, -0.722], [1.366, -0.362, 1.579], [0.007, -1.069, 2.385], [0.510, 0.443, 2.944], [-1.535, 0.377, 1.247], [-0.552, 1.657, 1.202], [-2.252, 0.741, -1.067], [-1.296, -0.357, -2.175], [2.228, -1.168, -2.081], [0.987, 0.036, -2.725]], "mulliken_charge": [-1.101, -0.428, 0.552, -0.966, -0.410, -0.356, 0.328, 0.276, 0.337, 0.247, 0.310, 0.291, 0.326, 0.259, 0.335], "smiles": "C=NC(=C)CC", "de_lowest_ev": 1.754, "energy_ha": -250.60247, "spin_multiplicity": 1, "mol_weight_da": 83.13, "e_lumo_ev": 0.79, "homo_lumo_gap_ev": 9.81, "homo_energy_ev": -9.012}


{"formula": "C5H9N", "method": "ωB97M-V/def2-TZVPD", "symbols": ["C", "C", "N", "C", "C", "C", "H", "H", "H", "H", "H", "H", "H", "H", "H"], "xyz": [[0.245, -0.039, -2.812], [-0.559, -0.254, -1.687], [-0.004, 0.204, -0.439], [-0.747, -0.222, 0.684], [1.114, 0.184, 2.174], [-0.253, -0.005, 2.109], [1.309, 0.000, -2.516], [0.044, 0.163, -3.854], [-1.438, -0.880, -1.755], [0.293, 1.187, -0.534], [-1.808, 0.185, 0.561], [-0.712, -1.355, 0.605], [1.733, -0.067, 2.976], [1.621, 0.855, 1.448], [-0.839, 0.042, 3.042]], "mulliken_charge": [-0.796, -0.115, -0.274, -0.280, -0.679, -0.455, 0.227, 0.277, 0.346, 0.301, 0.305, 0.300, 0.305, 0.186, 0.353], "smiles": "C=CCNC=C", "de_lowest_ev": 3.756, "energy_ha": -250.52891, "spin_multiplicity": 1, "mol_weight_da": 83.13, "e_lumo_ev": 1.01, "homo_lumo_gap_ev": 9.04, "homo_energy_ev": -8.027}


{"formula": "C5H9N", "method": "ωB97M-V/def2-TZVPD", "symbols": ["C", "C", "N", "C", "C", "C", "H", "H", "H", "H", "H", "H", "H", "H", "H"], "xyz": [[-2.401, -0.270, 1.439], [-1.107, -0.565, 1.205], [-0.441, -0.084, 0.091], [0.787, -0.720, -0.350], [1.465, 1.450, -1.376], [1.781, 0.215, -0.987], [-2.874, 0.682, 1.234], [-3.016, -0.954, 2.013], [-0.454, -1.074, 1.906], [-1.068, 0.079, -0.679], [1.219, -1.295, 0.470], [0.540, -1.476, -1.109], [2.096, 1.946, -2.101], [0.697, 1.979, -0.829], [2.758, -0.225, -1.165]], "mulliken_charge": [-0.821, -0.015, -0.277, -0.527, -0.697, -0.291, 0.258, 0.235, 0.268, 0.311, 0.381, 0.274, 0.249, 0.317, 0.335], "smiles": "C=CCNC=C", "de_lowest_ev": 2.442, "energy_ha": -250.57722, "spin_multiplicity": 1, "mol_weight_da": 83.13, "e_lumo_ev": 1.08, "homo_lumo_gap_ev": 8.81, "homo_energy_ev": -7.737}


{"formula": "C5H9N", "method": "ωB97M-V/def2-TZVPD", "symbols": ["C", "C", "C", "N", "C", "C", "H", "H", "H", "H", "H", "H", "H", "H", "H"], "xyz": [[0.126, -1.907, -0.312], [0.301, -1.409, 1.094], [-0.484, -0.597, 0.106], [0.204, 0.521, -0.474], [0.470, 1.780, 0.173], [-0.443, 1.688, -1.007], [0.974, -1.781, -0.979], [-0.492, -2.781, -0.495], [-0.247, -1.925, 1.877], [1.270, -1.022, 1.395], [-1.568, -0.534, 0.237], [0.021, 2.016, 1.139], [1.498, 2.119, 0.060], [-0.126, 1.969, -2.009], [-1.504, 1.863, -0.806]], "mulliken_charge": [-0.642, -0.548, 0.005, -0.232, -0.385, -0.508, 0.272, 0.248, 0.237, 0.240, 0.360, 0.237, 0.224, 0.245, 0.246], "smiles": "C1CC1N1CC1", "de_lowest_ev": 2.344, "energy_ha": -250.58081, "spin_multiplicity": 1, "mol_weight_da": 83.13, "e_lumo_ev": 1.31, "homo_lumo_gap_ev": 10.04, "homo_energy_ev": -8.724}


{"formula": "C5H9N", "method": "ωB97M-V/def2-TZVPD", "symbols": ["C", "C", "C", "N", "C", "C", "H", "H", "H", "H", "H", "H", "H", "H", "H"], "xyz": [[0.183, -0.963, -1.410], [1.260, -1.190, -0.386], [-0.136, -0.893, 0.059], [-0.409, 0.400, 0.610], [0.384, 1.463, 0.924], [-1.564, 1.095, 0.662], [0.188, -0.006, -1.926], [-0.188, -1.804, -1.988], [1.633, -2.199, -0.238], [1.999, -0.406, -0.247], [-0.724, -1.688, 0.510], [1.122, 1.362, 1.728], [0.445, 2.324, 0.266], [-2.266, 1.058, -0.181], [-1.928, 1.447, 1.617]], "mulliken_charge": [-0.503, -0.721, -0.047, 0.120, -0.790, -0.634, 0.248, 0.259, 0.244, 0.271, 0.384, 0.320, 0.284, 0.286, 0.280], "de_lowest_ev": 4.310, "energy_ha": -250.50857, "spin_multiplicity": 1, "mol_weight_da": 83.13, "e_lumo_ev": 0.95, "homo_lumo_gap_ev": 8.91, "homo_energy_ev": -7.965}


{"formula": "C5H9N", "method": "ωB97M-V/def2-TZVPD", "symbols": ["C", "C", "C", "C", "C", "N", "H", "H", "H", "H", "H", "H", "H", "H", "H"], "xyz": [[-1.903, 0.092, -0.540], [-0.626, -0.028, -1.268], [0.126, 0.018, 0.171], [0.761, -1.247, 0.704], [0.874, 1.213, 0.552], [-1.600, 0.312, 0.648], [-2.858, 0.243, -0.897], [-0.557, -1.091, -1.626], [-0.433, 0.607, -2.149], [1.057, -0.966, 1.730], [1.616, -1.314, 0.190], [0.227, -2.286, 0.517], [1.237, 1.702, -0.341], [1.771, 0.779, 1.036], [0.308, 1.967, 1.274]], "mulliken_charge": [-0.312, -0.745, 1.282, -1.472, -1.329, -0.649, 0.477, 0.218, 0.370, 0.385, 0.487, 0.282, 0.304, 0.394, 0.306], "smiles": "CC1(C)CC=N1", "de_lowest_ev": 3.186, "energy_ha": -250.54986, "spin_multiplicity": 1, "mol_weight_da": 83.13, "e_lumo_ev": 0.99, "homo_lumo_gap_ev": 9.71, "homo_energy_ev": -8.723}


{"formula": "C5H9N", "method": "ωB97M-V/def2-TZVPD", "symbols": ["C", "C", "C", "C", "C", "N", "H", "H", "H", "H", "H", "H", "H", "H", "H"], "xyz": [[-1.788, -0.491, 0.372], [-1.478, 0.318, -0.613], [1.070, 1.325, -0.922], [0.842, 0.658, 0.219], [1.179, -0.865, 0.311], [-2.385, -1.144, 1.247], [-1.422, 1.332, -0.613], [-0.980, -0.201, -1.458], [1.211, 0.695, -1.772], [1.145, 2.337, -1.100], [0.585, 1.149, 1.200], [2.197, -0.853, 0.639], [1.103, -1.313, -0.717], [0.772, -1.419, 1.070], [-2.051, -1.528, 2.138]], "mulliken_charge": [0.676, -1.004, -0.873, 0.012, -1.062, -0.551, 0.439, 0.228, 0.250, 0.357, 0.290, 0.318, 0.278, 0.389, 0.252], "smiles": "C=C=N.C=CC", "de_lowest_ev": 3.777, "energy_ha": -250.52814, "spin_multiplicity": 1, "mol_weight_da": 83.13, "e_lumo_ev": 1.01, "homo_lumo_gap_ev": 8.97, "homo_energy_ev": -7.954}


{"formula": "C5H9N", "method": "ωB97M-V/def2-TZVPD", "symbols": ["C", "N", "C", "C", "C", "C", "H", "H", "H", "H", "H", "H", "H", "H", "H"], "xyz": [[1.141, -1.579, 1.105], [0.313, -0.390, 0.932], [0.042, 0.104, -0.340], [-0.010, -0.633, -1.449], [-1.640, 1.863, -0.484], [-0.391, 1.563, -0.161], [2.168, -1.387, 0.779], [1.152, -1.800, 2.158], [0.782, -2.503, 0.599], [0.595, 0.319, 1.591], [0.184, -1.684, -1.495], [-0.285, -0.121, -2.364], [-2.392, 1.093, -0.588], [-2.058, 2.874, -0.335], [0.399, 2.279, 0.053]], "mulliken_charge": [-0.949, -0.255, 0.590, -0.967, -0.713, -0.360, 0.336, 0.347, 0.252, 0.257, 0.246, 0.290, 0.294, 0.277, 0.355], "smiles": "C=CC(=C)NC", "de_lowest_ev": 1.659, "energy_ha": -250.60598, "spin_multiplicity": 1, "mol_weight_da": 83.13, "e_lumo_ev": 1.09, "homo_lumo_gap_ev": 9.18, "homo_energy_ev": -8.092}


{"formula": "C5H9N2", "method": "ωB97M-V/def2-TZVPD", "symbols": ["C", "C", "C", "C", "C", "N", "N", "H", "H", "H", "H", "H", "H", "H", "H", "H"], "xyz": [[0.123, 1.631, -0.192], [0.509, 1.146, 1.010], [-0.132, 0.683, -1.405], [0.796, -0.451, 1.165], [0.053, -1.301, 0.145], [-0.415, -1.183, 1.460], [-0.794, -0.527, -0.844], [0.136, 2.701, -0.314], [0.653, 1.978, 1.784], [-0.859, 1.122, -2.232], [0.733, 0.461, -2.000], [1.815, -0.871, 1.517], [0.573, -2.080, -0.213], [-0.373, -2.025, 1.977], [-1.591, -0.275, -0.201], [-1.227, -1.009, -1.658]], "mulliken_charge": [-0.392, -0.379, -0.476, 0.200, -0.566, -0.592, -0.200, 0.398, 0.316, 0.336, 0.332, 0.389, 0.545, 0.246, 0.453, 0.390], "smiles": "C1=C[C@H]2N[C@H]2[NH2+]C1", "de_lowest_ev": 3.939, "total_charge": 1, "energy_ha": -305.08527, "spin_multiplicity": 1, "mol_weight_da": 97.14, "e_lumo_ev": -3.25, "homo_lumo_gap_ev": 11.05, "homo_energy_ev": -14.298}


{"formula": "C5H9N2", "method": "ωB97M-V/def2-TZVPD", "symbols": ["C", "C", "C", "C", "C", "N", "N", "H", "H", "H", "H", "H", "H", "H", "H", "H"], "xyz": [[1.292, 0.316, 0.109], [2.706, 0.558, 0.210], [-0.403, -1.208, -0.100], [-0.910, 0.259, -0.395], [-2.184, 0.832, 0.245], [0.194, 1.070, -0.020], [1.036, -1.057, 0.042], [3.208, -0.428, 0.306], [3.307, 1.444, 0.337], [-0.774, -1.538, 0.820], [-0.575, -1.868, -0.988], [-1.046, 0.509, -1.415], [-3.095, 0.880, -0.462], [-1.984, 1.859, 0.766], [-2.502, 0.098, 0.974], [1.731, -1.726, -0.430]], "mulliken_charge": [0.688, -0.693, -0.590, 0.443, -1.080, -0.394, -0.244, 0.266, 0.353, 0.346, 0.330, 0.314, 0.296, 0.312, 0.313, 0.343], "de_lowest_ev": 5.445, "total_charge": 1, "energy_ha": -305.02993, "spin_multiplicity": 1, "mol_weight_da": 97.14, "e_lumo_ev": [-7.54, -7.01], "homo_lumo_gap_ev": [6.94, 7.57], "homo_energy_ev": [-14.483, -14.573]}


{"formula": "C5H9N2", "method": "ωB97M-V/def2-TZVPD", "symbols": ["C", "C", "C", "C", "C", "N", "N", "H", "H", "H", "H", "H", "H", "H", "H", "H"], "xyz": [[-0.091, 1.111, 1.018], [1.795, -0.633, 1.082], [2.815, -1.570, 1.029], [-2.584, 0.143, -1.159], [-1.173, 0.765, -1.154], [1.113, 0.297, 0.928], [-0.970, 1.374, 0.166], [-0.118, 1.549, 1.910], [3.691, -0.938, 1.297], [3.053, -1.675, 0.012], [2.790, -2.393, 1.731], [-3.012, 0.229, -2.214], [-2.681, -0.889, -0.866], [-3.145, 0.821, -0.462], [-1.294, 1.650, -1.744], [-0.189, 0.159, -1.574]], "mulliken_charge": [-0.038, 0.618, -0.943, -0.984, -0.171, -0.064, -0.295, 0.461, 0.333, 0.329, 0.351, 0.290, 0.310, 0.313, 0.244, 0.247], "smiles": "CC#[N+]/C=N\\CC", "de_lowest_ev": 4.460, "total_charge": 1, "energy_ha": -305.06614, "spin_multiplicity": 1, "mol_weight_da": 97.14, "e_lumo_ev": -5.03, "homo_lumo_gap_ev": 9.65, "homo_energy_ev": -14.677}


{"formula": "C5H9N2", "method": "ωB97M-V/def2-TZVPD", "symbols": ["C", "C", "C", "C", "C", "N", "N", "H", "H", "H", "H", "H", "H", "H", "H", "H"], "xyz": [[-1.868, -0.523, -0.073], [1.595, -0.963, 0.443], [-0.651, -1.360, -0.386], [-0.108, 0.745, 0.587], [0.408, 1.802, -0.374], [-1.635, 0.594, 0.439], [0.408, -0.587, 0.231], [-2.867, -0.864, -0.283], [2.299, -0.294, 0.915], [1.935, -1.950, 0.156], [-0.707, -2.377, 0.010], [-0.501, -1.418, -1.470], [0.107, 0.993, 1.626], [0.086, 1.580, -1.390], [1.494, 1.853, -0.343], [0.005, 2.769, -0.091]], "mulliken_charge": [-0.087, -0.105, -0.482, -0.068, -1.107, -0.445, 0.163, 0.414, 0.294, 0.299, 0.412, 0.307, 0.358, 0.332, 0.379, 0.338], "smiles": "C=[N+]1CC=N[C@@H]1C", "de_lowest_ev": 2.425, "total_charge": 1, "energy_ha": -305.14091, "spin_multiplicity": 1, "mol_weight_da": 97.14, "e_lumo_ev": -5.22, "homo_lumo_gap_ev": 9.78, "homo_energy_ev": -14.997}


{"formula": "C5H9N2", "method": "ωB97M-V/def2-TZVPD", "symbols": ["C", "C", "C", "C", "C", "N", "N", "H", "H", "H", "H", "H", "H", "H", "H", "H"], "xyz": [[-0.959, 1.531, -0.406], [-0.485, -0.678, 0.479], [0.101, 0.631, 0.106], [0.134, -2.043, -0.114], [1.524, 0.939, 0.187], [-1.943, -0.507, 0.324], [-2.280, 0.542, -0.166], [-0.998, 2.610, -0.116], [-1.145, 1.606, -1.507], [-0.428, -0.816, 1.563], [-0.519, -2.883, -0.009], [1.126, -1.946, 0.314], [0.149, -1.953, -1.149], [2.237, 0.385, -0.471], [1.834, 0.627, 1.185], [1.652, 1.954, -0.221]], "lowdin_spin": [0.263, 0.164, 0.568, 0.033, 0.101, 0.335, 0.378, 0.021, 0.041, 0.024, 0.003, 0.003, 0.001, 0.033, 0.029, 0.005], "de_lowest_ev": 1.546, "total_charge": 1, "s2": 2.01, "energy_ha": -304.96829, "spin_multiplicity": 3, "mol_weight_da": 97.14, "e_lumo_ev": [-5.36, -8.43], "homo_lumo_gap_ev": [7.35, 8.44], "homo_energy_ev": [-12.708, -16.874]}


{"formula": "C5H9N2O", "method": "ωB97M-V/def2-TZVPD", "symbols": ["C", "C", "C", "C", "C", "N", "N", "O", "H", "H", "H", "H", "H", "H", "H", "H", "H"], "xyz": [[-2.947, -0.747, 0.447], [3.049, -0.509, -0.503], [-2.566, 0.370, -0.110], [0.715, -0.489, -0.152], [-1.280, 0.858, -0.740], [1.758, -1.156, 0.162], [-0.130, 0.204, -0.403], [3.185, 0.653, 0.272], [-3.979, -0.740, 0.745], [-2.459, -1.675, 0.314], [3.816, -1.296, -0.252], [2.838, -0.372, -1.623], [-3.299, 1.287, -0.005], [-1.197, 1.988, -0.406], [-1.425, 0.866, -1.832], [1.956, -1.540, 1.089], [3.892, 0.619, 0.935]], "mulliken_charge": [-0.760, -0.286, -0.026, 0.122, -0.297, -0.330, 0.360, -0.480, 0.267, 0.289, 0.331, 0.329, 0.199, 0.290, 0.317, 0.323, 0.354], "smiles": "C=CC[N+]#CNCO", "de_lowest_ev": 3.759, "total_charge": 1, "energy_ha": -380.31367, "spin_multiplicity": 1, "mol_weight_da": 113.14, "e_lumo_ev": -3.42, "homo_lumo_gap_ev": 10.40, "homo_energy_ev": -13.819}


{"formula": "C5H9N2O", "method": "ωB97M-V/def2-TZVPD", "symbols": ["C", "C", "C", "C", "C", "N", "N", "O", "H", "H", "H", "H", "H", "H", "H", "H", "H"], "xyz": [[0.698, 1.159, 2.091], [0.940, -0.207, 1.889], [0.148, 2.080, 1.215], [0.481, -1.007, 0.823], [-0.542, 1.975, 0.100], [-1.258, 2.105, -0.835], [-0.425, -1.957, -2.456], [0.030, -0.513, -0.301], [1.007, 1.657, 2.964], [1.636, -0.735, 2.538], [0.043, 2.996, 1.656], [0.624, -2.062, 0.886], [-2.120, 2.348, -1.304], [-0.888, -1.809, -3.333], [-0.268, -1.150, -1.141], [0.554, -1.938, -2.678], [-0.660, -2.941, -2.113]], "mulliken_charge": [0.019, -0.610, -0.738, 0.233, 0.572, -0.238, -0.862, -0.503, 0.380, 0.307, 0.368, 0.398, 0.326, 0.258, 0.473, 0.304, 0.313], "de_lowest_ev": 2.823, "total_charge": 1, "energy_ha": -380.34807, "spin_multiplicity": 1, "mol_weight_da": 113.14, "e_lumo_ev": [-4.60, -4.60], "homo_lumo_gap_ev": [7.94, 7.94], "homo_energy_ev": [-12.538, -12.538]}


{"formula": "C5H9N2O2", "method": "ωB97M-V/def2-TZVPD", "symbols": ["C", "C", "C", "C", "C", "N", "N", "O", "O", "H", "H", "H", "H", "H", "H", "H", "H", "H"], "xyz": [[1.798, 1.862, 1.954], [-0.081, 0.783, -1.078], [1.312, 0.475, 2.059], [-0.046, 0.031, 1.437], [-0.629, 0.445, -2.403], [0.501, 1.703, -0.490], [-0.108, -0.414, 0.003], [0.957, 2.849, -0.459], [1.851, 2.826, 1.321], [2.134, -0.149, 1.690], [1.233, 0.253, 3.129], [-0.381, -0.826, 2.028], [-0.768, 0.843, 1.556], [-0.052, -0.343, -2.891], [-0.581, 1.341, -3.021], [-1.669, 0.124, -2.343], [-0.980, -0.935, -0.118], [0.661, -1.060, -0.215]], "mulliken_charge": [0.282, 0.438, -0.373, -0.737, -1.297, 0.285, -0.168, -0.488, -0.244, 0.314, 0.351, 0.451, 0.355, 0.341, 0.356, 0.351, 0.416, 0.366], "de_lowest_ev": 7.675, "total_charge": 1, "energy_ha": -455.44466, "spin_multiplicity": 1, "mol_weight_da": 129.14, "e_lumo_ev": [-4.48, -3.55], "homo_lumo_gap_ev": [6.83, 9.42], "homo_energy_ev": [-11.309, -12.965]}